A single C4H9NO3S molecule at a distorted geometry, computed with the ωB97M-V functional and the def2-TZVPD basis.

```
18
Properties=species:S:1:pos:R:3:forces:R:3
S 1.50230 0.40166 0.26130 0.49 -1.58 -0.77
O -1.13774 0.86139 -2.73644 0.01 0.32 -3.16
O 0.98964 1.38870 1.17980 -0.71 1.83 1.55
O 1.29682 0.61561 -2.41120 2.39 -0.24 -2.18
N -0.71782 0.79737 -1.47667 6.24 -1.44 1.95
C 0.71536 0.67164 -1.38348 -5.22 -0.12 1.41
C -1.65844 1.15267 -0.49989 0.61 2.27 1.67
C 0.92947 -1.60305 2.15899 -2.52 2.31 2.12
C 0.65436 -1.18045 0.66823 -1.49 -0.05 0.75
H 0.45390 -0.70875 3.00216 1.49 -2.33 -2.87
H -0.29139 0.79991 -3.32139 -1.45 0.11 1.54
H 1.08262 -1.87043 -0.07870 -0.42 -0.08 0.38
H -0.50092 -1.07477 0.57266 2.10 -0.12 -0.24
H -1.96621 2.14179 -0.89244 -0.99 -0.43 0.73
H -1.20552 1.35776 0.56614 -0.59 -0.74 -2.34
H 1.99485 -1.65175 2.41781 -0.42 -0.52 -0.11
H -2.39285 0.38190 -0.49824 -1.15 -0.16 0.33
H 0.25156 -2.48119 2.47137 1.62 0.99 -0.76
```
Forces are in eV/Å.

Properties
Orbital gap = 0.34511 Eh
ΔE to the lowest compared entry with this formula, charge and spin = 87.2 kcal/mol
E_tot = -22757.61225 eV
Strongest force on any atom = 6.696 eV/Å
Net charge = 0